# C26H58P4SY

A structure of composition C26H58P4SY in a non-equilibrium geometry (ωB97M-V/def2-TZVPD, the OMol25 dataset).

Calculated values
strongest force on any atom: 0.0818 hartree/bohr
energy above the lowest of the compared OMol25 structures with the same formula, charge and spin: 0.000 eV
LUMO: -10.9 eV
total energy: -76912.119 eV
charge: +3

Structure (XYZ):
```
90
Properties=species:S:1:pos:R:3:forces:R:3:mulliken_charge:R:1
Y -0.40712 -0.37106 0.38334 -0.0364 2.7950 3.1435 -1.436
P -2.27215 1.78356 0.13091 -0.8703 1.0226 -0.1176 1.156
P -2.71202 -1.70206 1.20118 -1.3285 -0.7934 -0.0583 1.175
P 1.00442 1.08150 -1.43453 0.5951 0.5436 -1.2282 1.393
H -1.79089 -2.19158 -1.55484 0.2112 0.2027 0.5090 0.309
C -0.76076 -1.82085 -1.55356 2.0880 -3.3385 -0.4889 -0.419
C 0.22766 -2.39640 -0.75195 -1.6429 -0.8306 -3.1963 -0.657
H 0.00930 -3.21280 -0.05751 -0.2465 0.3963 0.0343 0.578
C -3.37066 1.85066 -1.34248 0.1751 -0.3015 -0.0666 -1.331
C -3.48308 1.99088 1.49870 0.1309 -0.1581 0.1362 -1.171
C -1.53435 3.46328 0.11003 0.1972 -0.0594 0.0562 -0.907
C -2.39550 -3.51105 1.17882 0.0832 0.0290 0.0456 -1.331
C -3.32058 -1.42006 2.89051 -0.0705 0.1047 0.1377 -1.328
C -4.20756 -1.54699 0.12250 0.1928 0.0886 0.0170 -1.188
C 2.31091 -0.01117 -2.12354 0.0209 -0.0639 0.0883 -1.310
C 1.93796 2.46296 -0.70053 -0.0121 0.0728 0.0373 -1.224
C 0.12085 1.72872 -2.91117 -0.0990 0.0276 0.1120 -1.111
H -0.52082 -1.24912 -2.45687 0.2278 0.3150 0.5176 0.250
H 1.29631 -2.23416 -0.92655 -0.2574 0.3527 0.0037 0.407
H -4.00998 2.74327 -1.29029 0.2005 -0.2288 0.0431 0.470
H -4.00600 0.95698 -1.38293 0.1196 0.2542 -0.0662 0.351
H -2.76761 1.89615 -2.25811 -0.2205 -0.0111 0.1717 0.328
H -4.05655 2.91542 1.34037 0.1666 -0.2624 -0.0097 0.558
H -2.94951 2.07136 2.45475 -0.1872 0.0148 -0.1912 0.256
H -4.18101 1.14661 1.54940 0.1493 0.2444 0.0013 0.328
H -2.33688 4.21350 0.13396 0.1802 -0.2236 -0.0328 0.560
H -0.92614 3.62626 -0.78688 -0.1651 -0.0077 0.2084 0.334
H -0.90424 3.59460 0.99675 -0.1543 0.0479 -0.2010 0.012
H -3.27033 -4.06297 1.55536 0.2706 0.1799 -0.1409 0.476
H -1.53560 -3.72912 1.82570 -0.1953 -0.0766 -0.0593 0.363
H -2.16258 -3.85447 0.16320 -0.1597 -0.0108 0.2024 0.391
H -4.31590 -1.86042 3.03232 0.2229 0.0523 -0.0961 0.551
H -3.36902 -0.34941 3.09785 -0.0602 -0.1433 0.0722 0.320
H -2.62912 -1.88227 3.60005 -0.1031 0.0428 -0.0270 0.447
H -4.94654 -2.31039 0.41554 0.2507 0.2893 -0.1083 0.505
H -3.92264 -1.70732 -0.93031 -0.2181 0.0219 0.3414 0.314
H -4.66160 -0.54615 0.21124 0.1593 -0.4650 0.0040 0.366
H 2.97156 0.54128 -2.80692 -0.2250 -0.1451 0.1542 0.521
H 1.86290 -0.85032 -2.67095 0.1168 0.2706 -0.0528 0.354
H 2.91515 -0.42265 -1.30309 -0.0182 0.1467 -0.1554 0.339
H 2.54417 2.95430 -1.47010 -0.0894 -0.0460 0.1472 0.553
H 2.60152 2.07928 0.08358 -0.0576 0.0599 -0.1650 0.295
H 1.25813 3.18894 -0.24494 0.1466 -0.0637 -0.1179 0.247
H 0.83561 2.12253 -3.64746 -0.1941 -0.1153 0.2515 0.438
H -0.59004 2.52045 -2.63005 0.3363 -0.2193 -0.0708 0.296
H -0.45049 0.91401 -3.38302 0.2729 0.2555 0.0429 0.351
C 1.56862 -0.91595 -7.00164 -0.0740 -1.4259 -1.1698 0.928
C 0.84132 -0.65729 -8.17271 0.0841 -0.2974 0.1071 -0.460
C 0.67592 -1.65834 -9.13812 0.3331 -0.2016 0.4376 -0.537
C 1.24906 -2.92549 -8.94470 -0.0167 0.3329 0.2450 -0.502
C 1.99193 -3.18658 -7.78666 -0.2180 0.8037 0.1401 -0.500
C 2.16151 -2.18368 -6.81491 -0.6480 0.2987 -0.7353 -0.544
S 1.76518 0.27770 -5.75229 -0.1761 0.9304 0.4646 -0.229
H 1.04585 1.28462 -6.32202 0.3190 -0.4453 0.1659 0.144
H 0.40476 0.32994 -8.31391 0.0304 -0.2166 -0.0999 0.247
H 0.10051 -1.45552 -10.03995 0.1588 -0.0012 0.2248 0.369
H 1.11638 -3.70456 -9.69493 0.0474 0.2268 0.2010 0.381
H 2.43971 -4.16014 -7.62884 -0.0032 0.0646 -0.0467 0.373
H 2.73645 -2.37151 -5.92134 0.1342 -0.1186 0.0919 0.350
C 0.79853 3.28539 3.42169 0.0393 0.1474 0.1557 -1.091
C 1.75631 2.08767 3.45888 0.1364 0.1923 -0.5036 0.498
C 2.33830 1.86677 4.85978 0.1987 0.1485 0.1982 -1.692
P 0.96306 0.57581 2.71910 0.1158 -0.3226 0.5679 0.911
C 2.37786 -0.51162 2.09383 -0.3159 0.5111 0.1801 1.665
C 3.73255 -0.28493 2.77080 0.4299 -0.1743 -0.2625 -1.782
C 2.02874 -2.00474 2.03188 0.3639 -0.1137 -0.2221 -1.341
C 0.01645 -0.30803 4.07042 -0.0974 0.0740 -0.3600 1.443
C 0.83108 -1.01093 5.14248 -0.0567 -0.3567 0.4857 -1.451
C -1.04858 0.62600 4.67985 -0.1572 -0.1305 0.1123 -1.460
H -0.11608 3.09112 3.99672 0.2317 0.1514 -0.1662 0.246
H 0.52979 3.55458 2.39531 0.0395 -0.0557 0.1732 0.063
H 1.30064 4.15704 3.86648 -0.1887 -0.2454 -0.1026 0.499
H 2.59343 2.31093 2.77066 -0.3066 -0.0955 0.1785 0.516
H 1.55211 1.79931 5.62078 0.1935 -0.0101 -0.2002 0.323
H 2.99140 0.99014 4.92622 -0.2697 0.2387 0.0349 0.285
H 2.95624 2.73847 5.12190 -0.2049 -0.1822 -0.1229 0.505
H 2.47554 -0.12799 1.05139 0.0915 -0.1772 0.2152 -0.928
H 3.75429 -0.65132 3.80099 -0.1193 0.0448 -0.1618 0.322
H 4.50286 -0.83935 2.21935 -0.1248 0.0501 0.1028 0.488
H 4.04209 0.76563 2.75611 -0.1175 -0.2543 0.0577 0.426
H 0.98026 -2.24616 1.76579 0.0645 0.0821 0.1344 0.118
H 2.67999 -2.48406 1.28363 -0.2553 0.0000 0.2520 0.481
H 2.22154 -2.49976 2.98981 -0.1534 0.1064 -0.2375 0.399
H -0.53920 -1.09104 3.51267 0.1523 0.1231 0.0912 -0.554
H 1.32607 -0.31410 5.81874 -0.0650 -0.0946 -0.1315 0.279
H 0.15125 -1.61775 5.75872 0.1728 0.1286 -0.1363 0.484
H 1.57901 -1.68958 4.73261 -0.0233 0.1020 0.0814 0.232
H -1.63767 1.14081 3.90940 0.1328 -0.0420 0.1396 0.065
H -1.75033 0.02812 5.28606 0.2921 0.2202 -0.1842 0.533
H -0.61393 1.38668 5.34247 -0.0729 -0.2833 -0.2242 0.317
```
Positions in Å, forces in eV/Å.